Molecular formula: C18H23N2O
Method: DFT, the ωB97M-V functional and the def2-TZVPD basis

Geometry (Å):
C  -2.453  1.145  5.532
C  -1.281  2.035  5.877
C  0.029  1.806  5.110
C  1.143  2.643  5.738
O  2.123  2.877  4.738
N  -0.159  2.216  3.645
C  0.057  1.433  2.270
C  -1.176  0.650  1.947
C  -2.357  1.365  1.729
C  -3.548  0.663  1.554
C  -3.566  -0.721  1.473
C  -2.356  -1.418  1.584
C  -1.119  -0.753  1.799
N  0.108  -1.424  1.833
C  0.041  -2.871  1.534
C  1.316  -0.725  1.899
C  2.558  -1.328  1.572
C  3.712  -0.573  1.423
C  3.653  0.796  1.623
C  2.461  1.415  1.992
C  1.316  0.659  2.165
H  -3.193  1.303  6.318
H  -2.942  1.431  4.603
H  -2.211  0.081  5.486
H  -1.524  3.096  5.643
H  -1.076  1.981  6.971
H  0.291  0.763  4.975
H  0.692  3.594  6.056
H  1.589  2.149  6.615
H  2.860  3.348  5.116
H  -1.182  2.319  3.452
H  0.192  3.172  3.513
H  0.120  2.373  1.617
H  -2.341  2.469  1.713
H  -4.452  1.231  1.410
H  -4.494  -1.260  1.280
H  -2.366  -2.494  1.409
H  1.031  -3.317  1.651
H  -0.664  -3.391  2.234
H  -0.304  -3.056  0.482
H  2.635  -2.383  1.301
H  4.645  -1.040  1.108
H  4.504  1.425  1.426
H  2.375  2.486  2.171

Its charge is +1. Its SMILES is CC[C@H](CO)[NH2+]C1c2ccccc2N(C)c2ccccc21. As for the maximum force: 2.48 eV/A. As for the orbital gap: 0.2943 Eh. As for the relative energy (zero: lowest compared OMol25 entry of this formula, charge and spin): 0.0000 eV. The HOMO energy is -10.685 eV. For the lowest unoccupied orbital energy, the calculation gives -2.68 eV.

---

Molecular formula: C18H23N3O3
Method: DFT, the ωB97M-V functional and the def2-TZVPD basis

Geometry (Å):
C  -8.353  -0.401  -1.045
C  -7.451  0.520  -0.232
C  -5.999  0.051  -0.255
C  -5.100  0.972  0.575
O  -3.723  0.706  0.444
C  -3.283  -0.482  1.057
C  -1.758  -0.476  1.098
C  -1.174  -0.418  -0.315
N  0.270  -0.544  -0.293
C  0.837  -1.779  -0.221
N  2.091  -2.047  -0.154
C  2.916  -0.967  -0.155
C  2.430  0.340  -0.228
N  3.480  1.218  -0.212
C  4.643  0.508  -0.131
C  5.953  0.974  -0.089
C  6.963  0.032  -0.005
O  8.291  0.326  0.045
C  8.684  1.675  0.012
C  6.664  -1.346  0.034
C  5.374  -1.805  -0.008
C  4.336  -0.875  -0.092
C  1.031  0.636  -0.295
O  0.514  1.738  -0.351
H  -9.381  -0.048  -1.019
H  -8.027  -0.434  -2.083
H  -8.327  -1.412  -0.646
H  -7.508  1.534  -0.635
H  -7.803  0.554  0.801
H  -5.630  0.039  -1.282
H  -5.945  -0.968  0.136
H  -5.395  0.920  1.635
H  -5.216  2.003  0.231
H  -3.634  -1.363  0.496
H  -3.682  -0.548  2.081
H  -1.413  -1.377  1.610
H  -1.419  0.398  1.654
H  -1.417  0.550  -0.758
H  -1.591  -1.218  -0.931
H  0.146  -2.612  -0.227
H  3.382  2.219  -0.257
H  6.150  2.034  -0.120
H  8.370  2.163  -0.917
H  8.286  2.231  0.867
H  9.772  1.668  0.063
H  7.498  -2.028  0.098
H  5.151  -2.859  0.021

Its SMILES is CCCCOCCCn1cnc2c([nH]c3cc(OC)ccc32)c1=O. As for the maximum force: 1.18 eV/A. As for the orbital gap: 0.3162 Eh. As for the relative energy (zero: lowest compared OMol25 entry of this formula, charge and spin): 2.3527 eV. The HOMO energy is -7.795 eV. For the lowest unoccupied orbital energy, the calculation gives 0.81 eV.

---

Molecular formula: C18H23N3O3S
Method: DFT, the ωB97M-V functional and the def2-TZVPD basis

Geometry (Å):
C  -4.361  -2.383  -0.994
C  -4.511  -0.952  -1.501
O  -4.011  -0.211  -0.744
C  -4.719  0.135  0.600
O  -5.858  -0.281  0.998
C  -3.849  1.085  1.371
S  -2.356  1.883  0.774
C  -1.583  0.256  0.475
N  -1.778  -1.129  1.072
N  -0.951  -1.815  0.771
C  -0.166  -1.390  -0.261
C  0.894  -2.133  -0.964
C  2.297  -1.836  -0.159
C  2.362  -2.100  1.179
C  3.570  -1.815  1.819
C  4.760  -1.232  1.093
C  4.636  -1.342  -0.493
C  3.387  -1.546  -0.670
N  -0.502  -0.070  -0.154
C  0.238  0.783  -1.056
C  1.489  1.520  -0.386
C  1.278  2.131  0.781
C  2.160  3.520  0.816
C  2.035  3.882  -0.972
O  2.082  2.265  -1.373
H  -3.190  -2.618  -0.953
H  -4.707  -3.168  -1.797
H  -4.785  -2.736  -0.100
H  -5.579  -0.640  -1.551
H  -4.161  -0.757  -2.496
H  -4.453  1.952  1.736
H  -3.518  0.399  2.342
H  0.917  -1.945  -1.859
H  0.573  -3.109  -0.859
H  1.415  -2.264  1.819
H  3.545  -1.750  3.129
H  5.749  -1.336  1.696
H  5.359  -0.978  -0.825
H  3.290  -1.447  -1.995
H  -0.530  1.726  -1.156
H  0.523  0.619  -2.153
H  2.249  0.758  -0.494
H  1.525  1.578  1.836
H  0.309  2.356  1.091
H  1.737  4.264  1.561
H  3.127  3.160  1.120
H  2.940  4.330  -1.143
H  1.122  4.381  -0.971

Its SMILES is CCOC(=O)CSc1nnc(Cc2ccccc2)n1C[C@@H]1CCCO1. As for the maximum force: 19.47 eV/A. As for the orbital gap: 0.2964 Eh. As for the relative energy (zero: lowest compared OMol25 entry of this formula, charge and spin): 20.8508 eV. The HOMO energy is -7.752 eV. For the lowest unoccupied orbital energy, the calculation gives 0.31 eV.

---

Molecular formula: C18H23N3O5S
Method: DFT, the ωB97M-V functional and the def2-TZVPD basis

Geometry (Å):
C  1.220  1.188  3.449
O  1.335  1.865  2.200
C  2.378  2.660  2.017
O  3.203  2.929  2.846
C  2.443  3.212  0.600
S  1.082  2.640  -0.458
C  1.430  0.953  -0.360
N  2.569  0.397  -0.089
N  2.340  -0.930  -0.040
C  1.089  -1.114  -0.290
C  0.334  -2.401  -0.322
C  0.490  -3.089  -1.692
C  0.079  -2.151  -2.792
C  -1.224  -2.140  -3.273
C  -1.617  -1.212  -4.223
C  -0.710  -0.282  -4.702
C  0.596  -0.296  -4.241
C  0.988  -1.227  -3.295
N  -1.063  -2.153  -0.035
C  -1.391  -1.399  1.056
O  -0.625  -1.174  1.964
O  -2.663  -1.005  0.959
C  -3.254  -0.152  1.973
C  -4.695  0.040  1.500
C  -2.519  1.188  2.008
C  -3.227  -0.838  3.338
O  0.442  0.054  -0.521
H  0.633  1.796  4.139
H  0.714  0.246  3.239
H  2.211  1.011  3.868
H  2.390  4.300  0.625
H  3.390  2.907  0.153
H  0.750  -3.040  0.466
H  1.536  -3.374  -1.805
H  -0.127  -3.989  -1.694
H  -1.935  -2.874  -2.918
H  -2.634  -1.214  -4.588
H  -1.018  0.447  -5.436
H  1.311  0.420  -4.618
H  2.010  -1.238  -2.943
H  -1.682  -2.070  -0.829
H  -5.201  -0.920  1.447
H  -5.229  0.685  2.191
H  -4.705  0.492  0.512
H  -2.539  1.652  1.024
H  -1.483  1.045  2.302
H  -2.999  1.852  2.721
H  -3.716  -1.808  3.277
H  -2.203  -0.983  3.670
H  -3.752  -0.224  4.064

Its SMILES is COC(=O)CSc1nnc([C@H](Cc2ccccc2)NC(=O)OC(C)(C)C)o1. As for the maximum force: 1.71 eV/A. As for the orbital gap: 0.3431 Eh. As for the relative energy (zero: lowest compared OMol25 entry of this formula, charge and spin): 0.9823 eV. The HOMO energy is -8.775 eV. For the lowest unoccupied orbital energy, the calculation gives 0.56 eV.

---

Molecular formula: C18H23N3O5S
Method: DFT, the ωB97M-V functional and the def2-TZVPD basis

Geometry (Å):
C  -4.475  3.226  0.839
N  -4.150  2.062  0.013
C  -3.640  0.888  0.404
O  -3.442  0.035  -0.450
C  -3.364  0.625  1.907
C  -2.615  -0.680  2.243
C  -1.260  -0.850  1.576
C  -0.146  -0.115  2.025
C  1.115  -0.304  1.427
C  1.265  -1.234  0.383
C  0.155  -1.967  -0.069
C  -1.104  -1.776  0.527
N  -4.547  0.759  2.777
C  -5.768  0.237  2.654
C  -6.131  -0.683  1.504
O  -6.617  0.516  3.484
H  -4.676  4.086  0.197
H  -3.642  3.474  1.500
H  -5.366  3.024  1.437
H  -4.316  2.132  -0.980
H  -2.685  1.425  2.200
H  -3.241  -1.533  1.984
H  -2.459  -0.717  3.322
H  -0.253  0.586  2.840
H  1.970  0.253  1.783
H  2.233  -1.399  -0.064
H  0.267  -2.682  -0.872
H  -1.956  -2.338  0.170
H  -4.441  1.331  3.599
H  -6.155  -0.120  0.575
H  -7.120  -1.099  1.692
H  -5.414  -1.496  1.430
O  7.651  -1.814  -2.858
S  6.822  -1.324  -1.750
O  7.619  -0.762  -0.653
N  5.892  -2.644  -1.110
O  4.750  -3.187  -1.805
C  5.544  -0.154  -2.306
C  4.422  0.097  -1.502
C  3.437  0.991  -1.932
C  3.577  1.654  -3.155
C  4.705  1.420  -3.949
C  5.686  0.517  -3.529
H  6.564  -3.360  -0.847
H  4.227  -2.509  -2.280
H  4.322  -0.399  -0.538
H  2.566  1.179  -1.309
H  2.813  2.352  -3.486
H  4.818  1.937  -4.897
H  6.561  0.338  -4.153

Its SMILES is CNC(=O)[C@H](Cc1ccccc1)NC(C)=O.O=S(=O)(NO)c1ccccc1. As for the maximum force: 2.58 eV/A. As for the orbital gap: 0.3422 Eh. As for the relative energy (zero: lowest compared OMol25 entry of this formula, charge and spin): 4.1300 eV. The HOMO energy is -9.193 eV. For the lowest unoccupied orbital energy, the calculation gives 0.12 eV.